The following is a DFT calculation (wB97M-V/def2-TZVPD) of a cluster of 2 separate species, C5H11S in total.

XYZ file:
```
17
Properties=species:S:1:pos:R:3:lowdin_charge:R:1
C -1.07 1.12 -0.23 -0.123
C -0.26 0.81 1.00 -0.451
C -0.71 -0.06 1.92 0.000
C 1.12 1.39 1.08 -0.102
H -1.09 2.22 -0.34 0.066
H -2.09 0.76 -0.12 0.058
H -0.55 0.66 -1.11 -0.021
H -0.02 -0.32 2.71 0.039
H -1.68 -0.53 1.83 0.041
H 1.63 0.96 1.95 0.066
H 1.05 2.48 0.98 0.070
H 1.74 1.06 0.24 0.021
C 0.32 -2.22 -1.97 -0.726
S 1.26 -0.67 -1.92 0.125
H -0.76 -2.03 -1.97 -0.018
H 0.51 -2.75 -2.91 -0.031
H 0.59 -2.89 -1.15 -0.015
```

- E: -595.2870 a.u.
- Orbital gap: 0.229 hartree
- Charge: -1
- HOMO: -2.232 eV